23
Properties=species:S:1:pos:R:3:lowdin_charge:R:1 method="wB97M-V/def2-TZVPD" homo_energy_ev="-17.33 / -17.32" spin_multiplicity=2 lumo_energy_ev="-12.120 / -13.926" orbital_gap_ev="5.206 / 3.397" s_squared=0.835 relative_energy_ev=6.287 charge=+2
C 1.403 1.302 -2.636 0.034
C 1.194 0.401 -1.337 -0.194
C 0.293 0.682 -0.283 0.015
N 0.506 -0.019 0.992 0.184
N 1.934 -0.833 -1.241 0.233
H 1.737 2.334 -2.369 0.123
H 0.500 1.465 -3.245 0.115
H 2.281 0.941 -3.241 0.119
H -0.040 1.711 -0.398 0.161
H -0.436 -0.382 1.414 0.162
H 0.756 0.652 1.726 0.117
H -0.626 -0.742 -1.362 0.419
H 1.922 -1.226 -0.276 0.145
H 2.883 -0.825 -1.626 0.159
H -3.441 -2.707 -1.193 0.050
H -1.987 -2.757 -1.450 0.051
O -2.633 -2.548 -0.770 0.003
H 0.038 2.055 4.698 0.030
H 1.476 1.948 4.542 0.010
O 0.693 1.646 4.177 -0.004
H -3.303 -1.200 1.795 0.089
H -2.569 -1.227 0.656 -0.023
O -2.582 -0.673 1.427 0.001